No. 1
This record from the Open Molecules 2025 dataset describes C2H5F3N2OP2 as an isolated structure in a non-equilibrium geometry. The level of theory is the ωB97M-V functional and the def2-TZVPD basis.

lowest unoccupied orbital energy (spin up / spin down) = 0.83 / -4.07 eV
HOMO level (spin up / spin down) = -6.7 / -9.8 eV

Structure (ORCA input):
```
! wB97M-V def2-TZVPD RIJCOSX def2/J DEFGRID3
* xyz 0 3
C -1.1735 -0.9227 -0.8562
C -1.8347 -0.3952 0.4762
N 0.0992 -1.5633 -0.5235
N 1.5766 0.8198 0.2116
O 1.0241 3.1165 0.3422
F -1.4170 0.9478 0.3948
F 2.0991 -1.3277 1.3710
F 2.6228 -1.3578 -0.8199
P 0.7261 1.8841 -0.5959
P 1.3586 -0.8174 0.0131
H -1.6734 -1.7411 -1.3206
H -0.9078 -0.1363 -1.5884
H -1.3699 -0.9387 1.4312
H -2.8404 -0.5632 0.4602
H 1.7100 2.9952 1.0040
*
```

Here are the natural (NBO) charges for atoms 1 to 5, given in e: -0.263, 0.044, -0.941, -1.160, -0.989

=====

No. 2
This record from the Open Molecules 2025 dataset describes an isolated ion of composition C4H8NOS and charge +1 in a non-equilibrium geometry. The level of theory is the ωB97M-V functional and the def2-TZVPD basis.

lowest unoccupied orbital energy = -5.02 eV
energy relative to the best compared isomer or geometry (same formula, charge and spin) = 63.7 kcal per mole
HOMO level = -14.3 eV

Structure (ORCA input):
```
! wB97M-V def2-TZVPD RIJCOSX def2/J DEFGRID3
* xyz 1 1
C -0.8152 1.2242 0.2408
C 0.1687 -0.7822 0.8229
C -0.8857 -1.3019 -0.1700
C 1.4947 0.7149 -0.7170
N 0.5925 0.6075 0.3651
O -1.8310 0.7708 1.0604
S -1.9854 0.0566 -0.3887
H -0.9929 2.2839 0.0423
H -0.2504 -0.6014 1.8484
H 1.0062 -1.4539 0.8363
H -0.4867 -1.6493 -1.0426
H -1.4989 -2.1862 0.1290
H 1.7128 1.7447 -0.9980
H 1.2806 0.2591 -1.6736
H 2.4907 0.3132 -0.3553
*
```

Here are the natural (NBO) charges for atoms 1 to 5, given in e: 0.154, -0.249, -0.636, -0.456, -0.366

=====

No. 3
This record from the Open Molecules 2025 dataset describes C28H39GeI2NO5SSe2Te2Ti as an isolated structure. The level of theory is the ωB97M-V functional and the def2-TZVPD basis.

lowest unoccupied orbital energy (spin up / spin down) = -3.56 / -3.68 eV
energy relative to the best compared isomer or geometry (same formula, charge and spin) = 5.7 kcal per mole
HOMO level (spin up / spin down) = -9.7 / -10.0 eV

Structure (ORCA input):
```
! wB97M-V def2-TZVPD RIJCOSX def2/J DEFGRID3
* xyz 1 2
Ti 0.1961 1.1222 0.3502
C 3.5831 -0.9437 1.4974
C 2.2169 -1.3809 0.9899
C 2.2437 -1.5677 -0.5136
C 1.7462 -2.6561 1.6755
O 1.2483 -0.3304 1.2768
Ge 0.8662 0.0438 3.1677
O -0.7906 -0.6881 3.0654
C -1.4570 -1.3351 4.1657
C -2.9248 -1.4252 3.7737
C -0.8719 -2.7323 4.3458
C -1.3190 -0.5376 5.4594
O 0.2109 1.7578 2.1045
C -0.2909 2.9256 2.8755
C 0.3688 2.8976 4.2461
C -1.7963 2.7605 2.9965
C 0.1118 4.1992 2.1540
H 4.3302 -1.6965 1.2433
H 3.5815 -0.8258 2.5822
H 3.8714 0.0046 1.0435
H 2.9475 -2.3540 -0.7875
H 2.5695 -0.6401 -0.9886
H 1.2500 -1.8466 -0.8730
H 2.4017 -3.4867 1.4115
H 0.7263 -2.8963 1.3733
H 1.7699 -2.5571 2.7638
H -3.0402 -2.0187 2.8623
H -3.3326 -0.4303 3.5911
H -3.5062 -1.8995 4.5650
H -0.9259 -3.2890 3.4084
H -1.4158 -3.2894 5.1098
H 0.1754 -2.6757 4.6530
H -1.7289 0.4661 5.3383
H -0.2759 -0.4592 5.7761
H -1.8684 -1.0277 6.2640
H 0.0523 2.0398 4.8411
H 0.0754 3.7949 4.7912
H 1.4562 2.8942 4.1598
H -2.0324 1.8113 3.4802
H -2.2664 2.7898 2.0177
H -2.2040 3.5723 3.6005
H 1.1965 4.2917 2.1096
H -0.2809 5.0500 2.7132
H -0.2867 4.2399 1.1445
I -3.2514 4.8722 -0.1608
C -2.2831 3.7986 -1.6444
C -2.5549 4.0990 -2.9983
C -2.0033 3.3743 -4.0142
I -2.5074 3.8472 -5.9777
C -1.1225 2.2976 -3.7255
C -0.5323 1.4431 -4.6758
C 0.2656 0.4144 -4.2546
C 0.5214 0.2557 -2.8848
N 0.0161 1.0521 -1.9655
C -0.8253 2.0427 -2.3731
C -1.4230 2.7829 -1.3213
O -1.1125 2.4014 -0.0839
H -3.2319 4.9125 -3.2204
H -0.7198 1.6037 -5.7294
H 0.7270 -0.2623 -4.9599
H 1.1774 -0.5326 -2.5467
Se 2.2747 2.4268 -0.1201
Te 1.3550 4.7105 -3.3762
Te 2.8246 2.6480 -2.5771
Se 4.4969 4.3984 -2.4590
C -2.8856 -2.2728 0.0492
S -2.6048 -0.5356 0.3055
O -1.1051 -0.4047 0.0383
C -3.3925 0.1872 -1.1034
C -3.1766 -0.2718 -2.3984
C -3.7541 0.4102 -3.4531
C -4.5296 1.5424 -3.2136
C -4.7334 1.9960 -1.9198
C -4.1601 1.3167 -0.8529
H -3.9605 -2.4485 0.0668
H -2.4038 -2.7894 0.8783
H -2.4519 -2.5828 -0.8984
H -2.5467 -1.1320 -2.5873
H -3.5929 0.0706 -4.4676
H -4.9695 2.0743 -4.0472
H -5.3263 2.8829 -1.7377
H -4.2923 1.6708 0.1623
*
```

Here are the Löwdin charges for atoms 1 to 5, given in e: 0.822, -0.032, -0.660, -0.033, -0.027